[1]
# C6H10O

C6H10O in the gas phase (ωB97M-V with the def2-TZVPD basis set, OMol25).

XYZ file:
```
17
Properties=species:S:1:pos:R:3:mulliken_charge:R:1
O 1.882 -0.858 1.049 -0.495
C 1.279 -0.516 -0.201 0.401
C 1.072 0.966 -0.125 -0.614
C -0.119 1.564 -0.137 -0.340
C -1.437 0.818 -0.134 -0.583
C -1.217 -0.639 0.291 -0.657
C -0.044 -1.239 -0.484 -0.838
H 2.336 -0.039 1.308 0.330
H 1.978 -0.791 -1.010 0.179
H 1.984 1.507 0.170 0.366
H -0.148 2.646 -0.044 0.363
H -1.951 0.870 -1.106 0.280
H -2.109 1.323 0.576 0.325
H -0.981 -0.673 1.361 0.277
H -2.129 -1.232 0.141 0.329
H 0.062 -2.312 -0.299 0.351
H -0.238 -1.118 -1.561 0.325
```

The calculation puts the LUMO energy at 0.985 eV. The total charge is 0.



[2]
# C36H45F27O18

9 unconnected molecules or ions with the total composition C36H45F27O18 in a non-equilibrium geometry (ωB97M-V with the def2-TZVPD basis set, OMol25).

XYZ file:
```
126
Properties=species:S:1:pos:R:3:mulliken_charge:R:1
C -1.537 5.060 -1.073 -0.796
C -2.635 5.519 -2.037 -0.390
O -2.835 4.476 -3.088 -0.281
C -3.611 3.482 -2.776 0.542
O -4.103 3.285 -1.605 -0.598
C -4.035 2.614 -3.961 0.771
F -3.683 1.357 -3.688 -0.231
F -5.334 2.646 -4.025 -0.239
F -3.398 2.877 -5.118 -0.253
H -1.163 5.835 -0.404 0.456
H -0.636 4.759 -1.607 0.342
H -1.861 4.181 -0.516 0.056
H -2.347 6.481 -2.460 0.381
H -3.571 5.702 -1.510 0.251
C 2.451 -2.101 -5.996 -1.319
C 3.109 -2.681 -4.731 0.391
O 4.384 -2.083 -4.613 -0.186
C 5.555 -2.727 -5.029 0.238
O 5.573 -3.659 -5.752 -0.483
C 6.834 -2.072 -4.504 0.867
F 6.537 -0.985 -3.771 -0.224
F 7.549 -2.895 -3.817 -0.249
F 7.499 -1.730 -5.590 -0.252
H 3.041 -2.536 -6.803 0.410
H 2.466 -1.011 -5.990 0.286
H 1.420 -2.399 -6.183 0.385
H 3.138 -3.770 -4.767 0.295
H 2.524 -2.425 -3.848 -0.133
C -4.275 -2.001 -2.752 -1.000
C -3.949 -2.653 -1.379 0.227
O -4.195 -1.688 -0.325 -0.310
C -3.675 -1.794 0.930 0.152
O -2.845 -2.662 1.241 -0.611
C -3.994 -0.629 1.859 1.052
F -5.037 -0.970 2.638 -0.307
F -2.948 -0.461 2.683 -0.156
F -4.257 0.482 1.173 -0.111
H -4.277 -2.782 -3.513 0.428
H -3.545 -1.256 -3.069 0.084
H -5.296 -1.621 -2.786 0.353
H -2.878 -2.855 -1.348 -0.225
H -4.403 -3.632 -1.220 0.430
C 0.527 3.413 6.018 -0.972
C 1.871 3.726 5.326 -0.200
O 1.686 4.387 4.071 -0.301
C 2.342 3.885 2.954 0.448
O 3.336 3.119 2.986 -0.591
C 1.904 4.539 1.624 0.877
F 1.902 3.649 0.613 -0.153
F 0.712 5.137 1.744 -0.230
F 2.828 5.524 1.391 -0.280
H 0.641 2.850 6.945 0.378
H -0.118 2.733 5.461 0.079
H -0.018 4.316 6.291 0.393
H 2.430 2.797 5.215 0.250
H 2.498 4.448 5.850 0.343
C -0.280 -4.098 -1.856 -0.095
C 0.553 -5.018 -1.006 -0.151
O 0.581 -6.390 -1.470 -0.409
C 1.517 -6.791 -2.462 0.417
O 2.441 -6.078 -2.854 -0.503
C 1.263 -8.233 -3.068 0.790
F 1.603 -8.221 -4.339 -0.213
F 1.997 -9.174 -2.411 -0.250
F -0.018 -8.579 -2.905 -0.229
H -0.270 -3.096 -1.426 -0.399
H -1.287 -4.513 -1.904 0.358
H 0.084 -4.037 -2.881 0.304
H 0.161 -4.981 0.010 0.061
H 1.586 -4.671 -0.970 0.380
C -0.423 1.112 0.456 -1.139
C -0.207 0.042 -0.600 1.561
O -0.035 0.756 -1.815 -0.334
C -0.225 0.085 -3.033 0.374
O -0.330 -1.146 -3.128 -0.420
C -0.097 0.991 -4.282 0.604
F 1.130 1.131 -4.712 -0.223
F -0.833 0.637 -5.274 -0.245
F -0.572 2.234 -3.950 -0.239
H 0.483 1.703 0.589 -0.076
H -0.696 0.711 1.432 0.039
H -1.270 1.778 0.289 0.427
H -1.121 -0.552 -0.600 -0.149
H 0.614 -0.652 -0.422 -0.249
C 0.223 -3.598 2.568 -1.150
C 0.127 -2.086 2.930 1.010
O 0.680 -1.889 4.240 -0.409
C 0.921 -0.621 4.703 0.358
O 0.831 0.434 4.058 -0.418
C 1.321 -0.546 6.194 0.759
F 1.430 -1.780 6.754 -0.253
F 2.460 0.127 6.305 -0.237
F 0.402 0.169 6.840 -0.233
H 1.255 -3.921 2.703 0.340
H -0.150 -3.699 1.549 -0.223
H -0.367 -4.207 3.254 0.520
H -0.930 -1.820 2.961 -0.013
H 0.661 -1.473 2.205 -0.100
C 3.472 -0.219 -1.662 -0.707
C 3.674 0.445 -0.306 0.122
O 4.371 -0.456 0.545 -0.365
C 3.779 -1.575 1.179 0.197
O 2.630 -1.864 1.026 -0.243
C 4.661 -2.387 2.182 0.705
F 4.127 -2.095 3.353 -0.195
F 4.501 -3.716 1.973 -0.241
F 5.923 -2.021 2.148 -0.230
H 2.830 -1.099 -1.621 0.014
H 4.372 -0.469 -2.224 0.391
H 2.923 0.533 -2.228 0.246
H 2.710 0.680 0.146 -0.156
H 4.196 1.400 -0.355 0.458
C -3.770 2.374 4.596 -1.256
C -3.034 3.206 3.562 -0.135
O -3.886 3.979 2.742 -0.142
C -4.460 5.106 3.246 0.290
O -4.371 5.457 4.416 -0.528
C -5.223 5.953 2.157 0.777
F -6.555 5.918 2.374 -0.250
F -4.788 7.230 2.158 -0.249
F -5.020 5.394 0.966 -0.194
H -4.250 2.909 5.416 0.396
H -3.108 1.649 5.070 0.320
H -4.501 1.764 4.065 0.296
H -2.268 2.679 2.992 0.202
H -2.448 3.985 4.051 0.450
```

The calculation puts the LUMO energy at 0.136 eV. The total charge is 0.